This record from the Open Molecules 2025 dataset describes a cluster of 5 separate species, C37H82BrClF2N3O20P4S2 in total at a distorted geometry. The level of theory is ωB97M-V/def2-TZVPD.

Geometry (Å):
C (6.042, 2.813, 4.670)
C (5.649, 2.158, 3.577)
C (6.414, 2.309, 2.285)
F (7.750, 2.416, 2.495)
N (5.962, 3.620, 1.682)
C (4.906, 3.288, 0.863)
N (3.956, 4.136, 0.603)
Br (4.163, 5.855, 1.270)
C (2.721, 3.815, -0.185)
C (1.591, 4.819, -0.022)
C (0.308, 4.239, -0.659)
C (-0.951, 4.550, 0.159)
C (-2.122, 3.614, -0.200)
C (-3.441, 4.351, -0.428)
C (-4.505, 3.445, -1.084)
C (-5.894, 3.568, -0.438)
C (-6.786, 2.380, -0.798)
C (-8.274, 2.674, -0.596)
C (-9.180, 1.479, -0.935)
C (-9.565, 0.631, 0.279)
C (-8.447, -0.239, 0.873)
C (-7.709, -1.148, -0.130)
C (-7.741, -2.619, 0.290)
C (-9.140, -3.240, 0.170)
N (4.925, 1.944, 0.423)
S (5.051, 1.732, -1.269)
O (5.977, 0.701, -1.505)
O (3.775, 1.752, -1.858)
F (5.744, 3.095, -1.617)
C (6.113, 1.335, 1.148)
C (6.102, -0.187, 1.319)
C (5.518, -0.780, 2.598)
C (5.593, -2.313, 2.553)
C (4.368, -2.981, 3.181)
S (3.173, -3.387, 1.927)
O (1.993, -3.869, 2.564)
O (3.085, -2.296, 1.003)
Cl (4.061, -4.927, 0.953)
H (5.847, 2.443, 5.668)
H (6.619, 3.729, 4.581)
H (4.780, 1.514, 3.593)
H (6.723, 4.063, 1.161)
H (3.011, 3.769, -1.229)
H (2.405, 2.833, 0.166)
H (1.423, 5.064, 1.026)
H (1.873, 5.728, -0.555)
H (0.417, 3.151, -0.714)
H (0.206, 4.610, -1.679)
H (-1.242, 5.584, -0.039)
H (-0.698, 4.452, 1.217)
H (-2.236, 2.858, 0.579)
H (-1.864, 3.091, -1.126)
H (-3.240, 5.204, -1.079)
H (-3.831, 4.708, 0.528)
H (-4.176, 2.405, -0.993)
H (-4.594, 3.702, -2.140)
H (-5.755, 3.631, 0.644)
H (-6.357, 4.487, -0.808)
H (-6.505, 1.526, -0.177)
H (-6.624, 2.128, -1.851)
H (-8.434, 2.980, 0.442)
H (-8.544, 3.505, -1.251)
H (-10.109, 1.865, -1.362)
H (-8.722, 0.870, -1.717)
H (-9.884, 1.326, 1.062)
H (-10.420, -0.011, 0.055)
H (-8.914, -0.885, 1.622)
H (-7.740, 0.390, 1.420)
H (-8.121, -1.059, -1.137)
H (-6.663, -0.835, -0.185)
H (-7.052, -3.219, -0.307)
H (-7.410, -2.671, 1.332)
H (-9.030, -4.318, 0.291)
H (-9.794, -2.901, 0.974)
H (-9.556, -3.000, -0.808)
H (6.957, 1.504, 0.469)
H (7.113, -0.556, 1.154)
H (5.503, -0.579, 0.495)
H (6.114, -0.438, 3.448)
H (4.497, -0.440, 2.776)
H (6.511, -2.677, 3.011)
H (5.648, -2.610, 1.502)
H (4.639, -3.922, 3.657)
H (3.825, -2.350, 3.887)
C (-4.300, -5.898, -3.493)
O (-5.328, -6.547, -4.246)
P (-6.851, -6.460, -3.791)
O (-7.192, -5.222, -3.083)
O (-7.136, -7.797, -2.999)
C (-6.542, -7.972, -1.711)
O (-7.628, -6.769, -5.118)
C (-7.588, -5.789, -6.166)
H (-3.492, -6.609, -3.336)
H (-3.921, -5.055, -4.068)
H (-4.661, -5.541, -2.529)
H (-6.362, -7.012, -1.224)
H (-5.606, -8.522, -1.814)
H (-7.237, -8.549, -1.107)
H (-6.773, -6.027, -6.849)
H (-7.455, -4.787, -5.759)
H (-8.538, -5.841, -6.690)
C (7.639, 6.947, -0.385)
O (8.213, 7.867, 0.545)
P (9.584, 7.506, 1.288)
O (10.425, 6.604, 0.498)
O (9.188, 6.981, 2.729)
C (8.584, 5.700, 2.848)
O (10.144, 8.905, 1.698)
C (10.625, 9.787, 0.664)
H (6.585, 6.828, -0.133)
H (7.724, 7.354, -1.391)
H (8.147, 5.981, -0.361)
H (8.893, 5.040, 2.033)
H (7.496, 5.808, 2.860)
H (8.914, 5.263, 3.787)
H (9.820, 10.452, 0.359)
H (10.993, 9.221, -0.191)
H (11.439, 10.363, 1.093)
C (0.630, -2.244, 6.818)
O (1.471, -2.995, 7.704)
P (2.910, -3.493, 7.247)
O (3.540, -2.594, 6.264)
O (2.757, -4.993, 6.783)
C (2.076, -5.188, 5.536)
O (3.654, -3.726, 8.606)
C (3.989, -2.586, 9.413)
H (-0.358, -2.698, 6.833)
H (0.565, -1.219, 7.178)
H (1.019, -2.241, 5.801)
H (2.183, -4.304, 4.910)
H (1.020, -5.399, 5.700)
H (2.538, -6.031, 5.028)
H (3.195, -2.415, 10.138)
H (4.131, -1.698, 8.797)
H (4.915, -2.820, 9.928)
C (0.345, -3.969, -6.674)
O (-0.782, -3.335, -7.290)
P (-2.060, -4.199, -7.703)
O (-2.283, -5.353, -6.828)
O (-1.908, -4.517, -9.239)
C (-0.911, -5.456, -9.657)
O (-3.196, -3.116, -7.783)
C (-3.642, -2.508, -6.563)
H (1.241, -3.645, -7.200)
H (0.401, -3.657, -5.632)
H (0.266, -5.054, -6.711)
H (-0.700, -6.183, -8.872)
H (-0.001, -4.922, -9.930)
H (-1.301, -5.978, -10.526)
H (-3.087, -1.586, -6.396)
H (-3.509, -3.183, -5.717)
H (-4.698, -2.286, -6.682)

Values from the calculation:
Energy relative to the best compared isomer or geometry (same formula, charge and spin) ... 0.0 kcal per mole
F_max ... 0.0399 Eh/bohr
Net charge ... +1

---

This record from the Open Molecules 2025 dataset describes a structure of composition C36H33BCaN9P at a distorted geometry. The level of theory is ωB97M-V/def2-TZVPD.

Geometry (Å):
Ca (-0.401, -0.375, -0.221)
C (0.335, -0.432, 4.180)
C (0.888, -0.363, 2.902)
N (-0.070, -0.321, 1.977)
N (-1.247, -0.387, 2.635)
C (-1.028, -0.441, 3.961)
B (-2.610, -0.318, 1.888)
N (-2.634, 1.020, 1.114)
C (-3.048, 2.226, 1.540)
C (-2.666, 3.168, 0.605)
C (-1.991, 2.438, -0.371)
N (-1.973, 1.142, -0.061)
N (-2.738, -1.505, 0.891)
C (-3.884, -2.153, 0.605)
C (-3.579, -3.229, -0.201)
C (-2.195, -3.155, -0.374)
N (-1.695, -2.109, 0.281)
N (-3.762, -0.439, 2.867)
C (-3.985, -1.493, 3.700)
C (-5.266, -1.394, 4.171)
C (-5.776, -0.238, 3.544)
N (-4.878, 0.318, 2.755)
H (0.846, -0.481, 5.125)
H (1.929, -0.324, 2.623)
H (-1.835, -0.455, 4.673)
H (-3.619, 2.333, 2.444)
H (-2.840, 4.229, 0.637)
H (-1.538, 2.787, -1.286)
H (-4.834, -1.831, 1.000)
H (-4.257, -3.956, -0.611)
H (-1.549, -3.825, -0.917)
H (-3.227, -2.235, 3.892)
H (-5.772, -2.049, 4.859)
H (-6.756, 0.202, 3.637)
N (1.378, 1.998, -0.037)
C (1.604, 2.806, -1.181)
C (1.847, 4.171, -1.061)
C (2.070, 4.943, -2.187)
C (2.059, 4.363, -3.449)
C (1.798, 3.011, -3.578)
C (1.549, 2.231, -2.451)
P (1.183, 0.430, -2.588)
C (0.134, 0.415, -4.077)
C (-0.905, 1.349, -4.121)
C (-1.798, 1.362, -5.180)
C (-1.662, 0.445, -6.211)
C (-0.639, -0.491, -6.173)
C (0.248, -0.517, -5.107)
C (2.861, -0.125, -3.055)
C (3.750, -0.367, -2.008)
C (5.053, -0.761, -2.258)
C (5.477, -0.938, -3.567)
C (4.611, -0.671, -4.615)
C (3.313, -0.245, -4.364)
H (1.399, 2.545, 0.815)
H (2.071, 1.264, 0.042)
H (1.871, 4.626, -0.077)
H (2.274, 6.000, -2.077)
H (2.254, 4.964, -4.327)
H (1.773, 2.553, -4.559)
H (-1.012, 2.072, -3.323)
H (-2.597, 2.091, -5.203)
H (-2.356, 0.460, -7.041)
H (-0.536, -1.213, -6.973)
H (1.020, -1.272, -5.072)
H (3.420, -0.246, -0.980)
H (5.737, -0.931, -1.437)
H (6.487, -1.270, -3.770)
H (4.943, -0.792, -5.638)
H (2.669, 0.012, -5.193)
C (0.889, -4.513, -2.927)
C (1.800, -4.040, -1.993)
C (1.639, -2.772, -1.447)
C (0.566, -1.993, -1.844)
C (-0.362, -2.465, -2.755)
C (-0.203, -3.740, -3.290)
H (1.025, -5.492, -3.367)
H (2.638, -4.653, -1.687)
H (2.347, -2.428, -0.702)
H (-1.226, -1.874, -3.041)
H (-0.935, -4.119, -3.993)

Values from the calculation:
Energy relative to the best compared isomer or geometry (same formula, charge and spin) ... 21.1 kcal per mole
F_max ... 0.0404 Eh/bohr
Multiplicity ... 2
Net charge ... +1

---

This record from the Open Molecules 2025 dataset describes a cluster of 2 separate species, C10H16 in total at a distorted geometry. The level of theory is ωB97M-V/def2-TZVPD.

Geometry (Å):
C (1.950, -1.331, 3.059)
C (1.764, -0.491, 1.820)
C (0.999, -0.965, 0.752)
C (1.011, -0.320, -0.475)
C (1.794, 0.812, -0.655)
C (2.508, 1.320, 0.418)
C (2.481, 0.687, 1.657)
H (1.172, -2.074, 3.202)
H (2.047, -0.686, 3.927)
H (2.909, -1.845, 2.970)
H (0.456, -1.887, 0.906)
H (0.496, -0.825, -1.285)
H (1.835, 1.350, -1.588)
H (3.098, 2.220, 0.298)
H (3.015, 1.117, 2.494)
C (-2.309, -0.686, -2.450)
C (-2.831, -0.026, -1.179)
C (-2.453, 1.463, -1.027)
H (-2.926, -0.387, -3.302)
H (-1.267, -0.446, -2.633)
H (-2.423, -1.767, -2.382)
H (-2.460, -0.541, -0.287)
H (-3.919, -0.108, -1.162)
H (-1.512, 1.633, -1.567)
H (-2.228, 1.712, -0.001)
H (-3.203, 2.072, -1.512)

Values from the calculation:
Energy relative to the best compared isomer or geometry (same formula, charge and spin) ... 7.9 kcal per mole
F_max ... 0.0296 Eh/bohr

---

This record from the Open Molecules 2025 dataset describes a cluster of 3 separate species, C4H11N3 in total at a distorted geometry. The level of theory is ωB97M-V/def2-TZVPD.

Geometry (Å):
C (-0.132, 0.621, 1.042)
C (1.470, -1.280, -0.684)
C (-0.883, -1.790, -0.416)
N (0.264, -1.072, 0.081)
C (-0.182, 0.901, -0.307)
N (-0.507, 2.593, 1.147)
N (-0.209, 1.253, -1.456)
H (0.306, 2.990, 1.616)
H (-1.290, 2.678, 1.792)
H (-0.437, 2.228, -1.636)
H (-1.030, 0.281, 1.535)
H (0.812, 0.613, 1.565)
H (2.259, -0.618, -0.316)
H (-1.145, -1.532, -1.457)
H (1.345, -1.083, -1.762)
H (1.815, -2.318, -0.587)
H (-0.704, -2.873, -0.382)
H (-1.750, -1.594, 0.222)

Values from the calculation:
Energy relative to the best compared isomer or geometry (same formula, charge and spin) ... 153.2 kcal per mole
F_max ... 0.0607 Eh/bohr

---

This record from the Open Molecules 2025 dataset describes a structure of composition C14H25MgNO3P2S2 at a distorted geometry. The level of theory is ωB97M-V/def2-TZVPD.

Geometry (Å):
Mg (0.571, 0.305, -1.294)
H (-2.840, -1.528, 0.182)
H (-3.314, -1.136, 0.620)
P (-0.096, -2.427, -2.013)
P (-0.182, 2.755, -2.398)
C (1.264, 3.864, -2.040)
H (1.071, 4.884, -2.400)
H (1.491, 3.874, -0.967)
H (2.133, 3.451, -2.569)
C (-0.508, 3.251, -4.130)
H (-1.482, 2.860, -4.442)
H (-0.502, 4.343, -4.250)
H (0.254, 2.809, -4.780)
C (-1.494, 3.791, -1.601)
H (-1.348, 3.843, -0.515)
H (-1.491, 4.808, -2.023)
H (-2.465, 3.315, -1.802)
C (-0.256, -3.035, -3.748)
H (-0.278, -4.134, -3.765)
H (-1.179, -2.640, -4.185)
H (0.591, -2.670, -4.337)
C (1.256, -3.557, -1.498)
H (1.354, -3.528, -0.413)
H (1.035, -4.578, -1.824)
H (2.193, -3.217, -1.939)
C (-1.482, -3.424, -1.330)
H (-2.431, -3.001, -1.669)
H (-1.400, -4.470, -1.658)
H (-1.459, -3.376, -0.239)
C (2.889, -0.269, -0.389)
O (3.784, -0.546, 0.264)
H (1.096, 0.196, -2.985)
O (2.667, 1.788, 5.032)
S (2.470, 0.566, 4.286)
O (3.441, -0.494, 4.384)
N (2.140, 0.943, 2.663)
C (0.870, 0.833, 2.325)
S (0.271, 1.556, 0.895)
C (0.044, 0.154, 3.340)
C (-1.296, -0.248, 3.295)
C (-1.860, -0.869, 4.411)
C (-1.092, -1.014, 5.587)
C (0.247, -0.599, 5.635)
C (0.816, -0.074, 4.488)
H (-1.865, -0.078, 2.386)
H (-2.893, -1.221, 4.376)
H (-1.571, -1.430, 6.481)
H (0.837, -0.628, 6.556)

Values from the calculation:
Energy relative to the best compared isomer or geometry (same formula, charge and spin) ... 0.0 kcal per mole
F_max ... 0.0558 Eh/bohr

---

This record from the Open Molecules 2025 dataset describes a cluster of 3 separate species, C5H4F3NO4 in total at a distorted geometry. The level of theory is ωB97M-V/def2-TZVPD.

Geometry (Å):
C (-2.082, 3.085, -0.780)
C (-2.940, 3.452, 1.622)
C (0.544, 1.104, 0.015)
C (0.008, 0.143, -1.015)
C (0.113, 0.303, -2.315)
N (-2.646, 2.860, 0.235)
O (-1.956, 3.463, 2.344)
O (-1.658, 3.415, -1.825)
O (-4.124, 3.761, 1.672)
O (-0.755, -0.878, -0.558)
F (0.892, 1.110, -3.051)
F (-0.311, -0.623, -3.168)
F (0.263, -3.030, -0.312)
H (0.579, 0.702, 0.920)
H (-0.052, 2.103, 0.104)
H (1.633, 1.420, -0.260)
H (-0.336, -1.906, -0.654)

Values from the calculation:
F_max ... 0.1203 Eh/bohr
Energy ... -848.27432 Eh
Net charge ... -2

---

This record from the Open Molecules 2025 dataset describes a structure of composition C3H5NO. The level of theory is ωB97M-V/def2-TZVPD.

Geometry (Å):
C (-1.213, 0.956, 0.060)
O (-0.798, 0.371, -0.972)
C (0.661, -0.717, -0.675)
C (0.852, -0.426, 0.741)
N (1.835, -1.046, 1.075)
H (-2.056, 0.540, 0.632)
H (-0.929, 2.000, 0.252)
H (0.037, 0.301, 1.215)
H (1.367, -0.296, -1.384)
H (0.244, -1.683, -0.942)

Values from the calculation:
Energy relative to the best compared isomer or geometry (same formula, charge and spin) ... 119.1 kcal per mole
F_max ... 0.0147 Eh/bohr

---

This record from the Open Molecules 2025 dataset describes a cluster of 6 separate species, C19H46O16S4 in total at a distorted geometry. The level of theory is ωB97M-V/def2-TZVPD.

Geometry (Å):
C (-16.934, 3.370, 1.556)
C (-17.096, 3.500, 0.080)
O (-16.813, 2.229, -0.473)
S (-17.186, 1.926, -2.082)
C (-18.942, 1.413, -1.821)
O (-17.085, 3.192, -2.887)
O (-16.405, 0.803, -2.526)
H (-16.910, 4.328, 2.075)
H (-16.024, 2.932, 1.967)
H (-17.768, 2.797, 1.963)
H (-18.079, 3.718, -0.337)
H (-16.293, 4.162, -0.245)
H (-19.208, 0.463, -2.282)
H (-19.508, 2.307, -2.081)
H (-18.859, 1.168, -0.762)
C (-11.486, 7.153, -6.486)
C (-11.326, 7.644, -7.984)
O (-10.597, 8.822, -8.030)
S (-11.364, 10.184, -8.650)
C (-11.027, 9.934, -10.483)
O (-12.800, 10.072, -8.394)
O (-10.647, 11.399, -8.241)
H (-12.252, 7.714, -5.950)
H (-10.525, 7.200, -5.975)
H (-11.828, 6.118, -6.474)
H (-10.669, 6.874, -8.389)
H (-12.184, 7.640, -8.656)
H (-11.578, 9.088, -10.893)
H (-9.994, 9.589, -10.456)
H (-11.088, 10.833, -11.096)
C (-12.529, -0.909, -19.631)
C (-12.712, 0.341, -18.713)
O (-11.538, 0.986, -18.495)
S (-11.372, 2.513, -19.162)
C (-11.922, 2.301, -20.879)
O (-12.401, 3.365, -18.553)
O (-9.989, 3.032, -19.092)
H (-12.172, -0.596, -20.612)
H (-13.511, -1.271, -19.933)
H (-11.924, -1.730, -19.247)
H (-13.561, 0.937, -19.048)
H (-13.083, 0.168, -17.703)
H (-12.914, 1.865, -20.996)
H (-11.210, 1.630, -21.359)
H (-11.744, 3.222, -21.434)
C (-13.981, -7.826, -10.442)
C (-14.160, -7.576, -11.896)
O (-14.660, -8.727, -12.639)
S (-15.451, -8.465, -14.059)
C (-17.098, -8.114, -13.378)
O (-14.779, -7.329, -14.676)
O (-15.540, -9.761, -14.788)
H (-13.489, -6.973, -9.975)
H (-13.292, -8.656, -10.283)
H (-14.875, -8.153, -9.911)
H (-14.831, -6.717, -11.887)
H (-13.195, -7.225, -12.261)
H (-17.081, -7.403, -12.553)
H (-17.634, -9.035, -13.147)
H (-17.643, -7.691, -14.222)
C (-20.986, -9.390, -7.117)
O (-20.233, -8.639, -6.123)
C (-19.477, -7.541, -6.430)
O (-19.298, -7.137, -7.561)
O (-19.095, -6.949, -5.284)
C (-18.138, -5.858, -5.286)
H (-20.761, -9.395, -8.184)
H (-22.053, -9.180, -7.038)
H (-20.903, -10.435, -6.816)
H (-17.125, -6.256, -5.218)
H (-18.191, -5.213, -4.409)
H (-18.287, -5.355, -6.241)
C (-13.905, -0.105, -10.807)
C (-13.105, 1.013, -11.370)
C (-14.180, 1.982, -12.058)
O (-15.381, 1.551, -11.485)
C (-15.134, 0.657, -10.411)
H (-13.479, -0.590, -9.928)
H (-14.086, -0.930, -11.496)
H (-12.244, 0.893, -12.027)
H (-12.701, 1.610, -10.553)
H (-14.143, 1.851, -13.139)
H (-14.096, 3.024, -11.752)
H (-15.917, -0.101, -10.364)
H (-15.140, 1.194, -9.463)

Values from the calculation:
F_max ... 0.0970 Eh/bohr
Energy ... -3547.89401 Eh

---

This record from the Open Molecules 2025 dataset describes an isolated molecule of C3H10N2S at a distorted geometry. The level of theory is ωB97M-V/def2-TZVPD.

Geometry (Å):
N (0.675, 0.303, -2.186)
C (1.283, 0.538, -0.931)
N (1.154, -0.584, -0.035)
C (0.142, -0.175, 1.011)
C (-1.260, 0.173, 0.661)
S (-2.356, 0.360, 2.082)
H (-0.254, -0.186, -2.103)
H (1.458, -0.102, -2.680)
H (2.377, 0.431, -1.018)
H (0.833, 1.417, -0.407)
H (0.873, -1.404, -0.501)
H (-0.004, -1.040, 1.730)
H (0.619, 0.639, 1.757)
H (-1.391, 1.198, 0.221)
H (-1.688, -0.596, -0.121)
H (-2.461, -0.972, 2.519)

Values from the calculation:
Energy relative to the best compared isomer or geometry (same formula, charge and spin) ... 41.7 kcal per mole
F_max ... 0.0893 Eh/bohr